Entry 1:
This record from the Open Molecules 2025 dataset describes a structure of composition C24H25N8O4PPtS. The level of theory is ωB97M-V/def2-TZVPD.

Structure (XYZ):
```
64
Properties=species:S:1:pos:R:3:mulliken_spin:R:1
Pt -0.515 0.195 -0.203 1.455
O 0.570 -3.176 2.087 0.463
C 0.552 -2.039 1.601 -0.027
N -0.355 -1.706 0.674 0.094
C -1.181 -2.722 0.413 -0.022
O -1.058 -3.801 1.015 0.494
C -2.220 -2.453 -0.631 0.085
C -3.095 -3.443 -1.032 -0.006
C -4.000 -3.139 -2.044 -0.004
C -3.981 -1.871 -2.596 -0.001
C -3.068 -0.936 -2.120 -0.003
N -2.199 -1.212 -1.152 0.112
C 1.498 -0.938 1.966 0.088
C 2.479 -1.127 2.919 -0.006
C 3.305 -0.050 3.224 -0.005
C 3.110 1.150 2.561 -0.002
C 2.100 1.244 1.610 -0.003
N 1.301 0.220 1.314 0.090
H -3.064 -4.417 -0.563 0.001
H -4.705 -3.884 -2.390 0.000
H -4.669 -1.599 -3.385 0.001
H -3.043 0.070 -2.522 0.004
H 2.586 -2.087 3.407 0.003
H 4.081 -0.152 3.971 0.000
H 3.729 2.010 2.779 0.001
H 1.921 2.167 1.073 -0.001
N -2.790 3.344 1.794 -0.034
C -2.810 2.607 2.971 0.073
C -3.327 2.853 4.204 0.050
C -3.149 1.827 5.152 0.240
C -2.481 0.590 4.851 0.082
C -1.974 0.350 3.619 0.051
C -2.129 1.379 2.640 0.246
N -1.753 1.407 1.358 0.172
C -2.159 2.609 0.868 0.078
C -1.878 2.964 -0.496 0.017
C -2.322 4.042 -1.213 0.072
S -1.736 3.970 -2.796 0.023
C -0.921 2.509 -2.435 0.001
N -1.071 2.094 -1.214 0.065
H -3.171 4.273 1.673 0.001
H -3.853 3.765 4.457 0.006
H -3.539 1.977 6.152 -0.003
H -2.398 -0.155 5.631 0.006
H -1.482 -0.581 3.372 -0.008
H -2.967 4.848 -0.891 0.002
H -0.329 1.978 -3.167 0.007
N 5.035 0.575 -2.538 0.001
C 3.579 0.863 -2.808 0.003
P 2.568 -0.587 -2.270 0.011
O 3.443 -1.269 -1.254 0.000
O 1.172 -0.135 -1.991 0.025
C 2.595 -1.794 -3.688 0.002
N 2.900 -3.151 -3.106 0.000
H 5.576 1.423 -2.348 0.000
H 5.498 0.106 -3.319 0.000
H 5.079 -0.056 -1.722 0.000
H 3.441 1.168 -3.843 0.000
H 3.287 1.686 -2.158 0.000
H 3.401 -1.553 -4.380 0.000
H 1.664 -1.829 -4.247 0.000
H 2.050 -3.665 -2.868 0.000
H 3.426 -2.991 -2.229 0.000
H 3.442 -3.745 -3.738 0.000
```

Gap between HOMO and LUMO (spin up / spin down) in eV: 7.29 / 5.93
Electronic energy in eV: -68737.9482
ΔE to the lowest compared entry with this formula, charge and spin in kJ/mol: 11.86
Net charge: +4
M in g/mol: 747.635
Spin multiplicity: 5

=====

Entry 2:
This record from the Open Molecules 2025 dataset describes a cluster of 18 separate species, C72H198N18O18 in total in a non-equilibrium geometry. The level of theory is ωB97M-V/def2-TZVPD.

Structure (XYZ):
```
306
Properties=species:S:1:pos:R:3:lowdin_charge:R:1
C -13.912 -15.764 -27.002 -0.051
C -15.394 -15.941 -27.403 -0.466
C -15.939 -17.341 -27.200 -0.223
O -15.146 -18.339 -27.793 -0.231
C -15.244 -18.450 -29.169 -0.110
N -16.322 -15.059 -26.750 0.027
H -13.423 -16.588 -27.527 0.065
H -13.788 -15.894 -25.895 0.080
H -13.363 -14.807 -27.289 0.096
H -15.441 -15.659 -28.442 0.119
H -16.987 -17.463 -27.534 0.138
H -16.026 -17.474 -26.113 0.110
H -15.084 -17.441 -29.635 0.092
H -16.251 -18.813 -29.488 0.102
H -14.385 -19.100 -29.466 0.108
H -15.931 -14.122 -26.766 0.074
H -16.437 -15.239 -25.741 0.076
C -13.264 -26.824 -22.433 -0.048
C -14.263 -25.720 -22.677 -0.461
C -13.596 -24.429 -22.245 -0.202
O -12.545 -24.069 -23.169 -0.171
C -11.964 -22.871 -22.615 -0.122
N -14.831 -25.648 -23.992 0.056
H -12.965 -26.799 -21.369 0.080
H -12.418 -26.700 -23.085 0.080
H -13.730 -27.783 -22.500 0.064
H -15.107 -25.921 -22.003 0.112
H -13.235 -24.533 -21.201 0.120
H -14.262 -23.519 -22.203 0.115
H -11.005 -22.701 -23.114 0.073
H -11.699 -22.961 -21.498 0.098
H -12.592 -22.002 -22.713 0.031
H -14.031 -25.443 -24.639 0.107
H -15.110 -26.579 -24.241 0.068
C -23.486 -28.867 -21.098 -0.051
C -23.852 -27.414 -21.242 -0.441
C -22.810 -26.666 -22.037 -0.217
O -21.566 -26.601 -21.348 -0.219
C -21.391 -25.476 -20.528 -0.115
N -25.164 -27.236 -21.972 0.035
H -24.321 -29.448 -20.735 0.071
H -22.725 -28.991 -20.314 0.075
H -23.058 -29.263 -22.043 0.091
H -23.906 -26.847 -20.315 0.124
H -23.144 -25.697 -22.426 0.120
H -22.528 -27.296 -22.942 0.134
H -21.924 -25.650 -19.547 0.096
H -21.800 -24.592 -20.942 0.054
H -20.315 -25.325 -20.273 0.100
H -25.922 -27.441 -21.311 0.067
H -25.179 -26.207 -22.119 0.061
C -21.918 -19.368 -14.588 -0.075
C -21.563 -18.631 -15.831 -0.442
C -20.170 -18.908 -16.345 -0.267
O -19.191 -18.589 -15.423 -0.168
C -17.960 -19.317 -15.740 -0.058
N -22.578 -18.920 -16.862 0.076
H -21.036 -19.400 -13.932 0.072
H -22.104 -20.455 -14.814 0.089
H -22.842 -19.015 -14.054 0.094
H -21.543 -17.569 -15.595 0.142
H -20.201 -18.373 -17.286 0.111
H -20.108 -20.016 -16.657 0.137
H -17.615 -18.984 -16.755 0.096
H -18.193 -20.403 -15.710 0.080
H -17.253 -19.005 -14.953 0.072
H -22.499 -19.874 -17.093 0.032
H -23.467 -18.718 -16.529 0.054
C -19.777 -22.590 -12.814 -0.038
C -18.756 -23.747 -12.721 -0.388
C -17.322 -23.331 -12.322 -0.180
O -17.364 -22.864 -10.971 -0.189
C -16.178 -22.917 -10.367 -0.189
N -19.232 -24.785 -11.775 0.038
H -19.446 -21.922 -13.573 0.055
H -19.771 -21.975 -11.942 0.069
H -20.730 -23.014 -13.028 0.057
H -18.724 -24.303 -13.660 0.082
H -16.741 -22.593 -12.931 0.122
H -16.792 -24.293 -12.417 0.100
H -15.323 -22.318 -10.812 0.104
H -15.863 -23.979 -10.294 0.089
H -16.303 -22.734 -9.265 0.102
H -18.521 -25.467 -11.693 0.052
H -19.338 -24.473 -10.800 0.087
C -8.852 -23.819 -20.462 -0.064
C -8.543 -23.998 -18.991 -0.459
C -9.787 -24.447 -18.229 -0.242
O -10.715 -23.403 -18.294 -0.181
C -11.863 -23.677 -17.502 -0.104
N -7.452 -24.935 -18.802 0.022
H -9.629 -22.985 -20.509 0.074
H -9.463 -24.655 -20.825 0.086
H -8.074 -23.495 -21.118 0.071
H -8.307 -22.993 -18.589 0.141
H -9.563 -24.647 -17.175 0.122
H -10.097 -25.392 -18.604 0.114
H -12.520 -22.799 -17.553 0.072
H -11.620 -23.795 -16.424 0.096
H -12.487 -24.504 -17.838 0.083
H -7.469 -25.664 -19.528 0.076
H -7.429 -25.408 -17.865 0.089
C -23.440 -18.266 -22.027 -0.053
C -22.576 -19.033 -20.982 -0.421
C -21.505 -19.791 -21.822 -0.254
O -22.074 -20.974 -22.244 -0.191
C -21.264 -21.721 -23.180 -0.073
N -21.955 -18.175 -20.010 0.037
H -24.023 -18.972 -22.645 0.085
H -22.933 -17.619 -22.742 0.072
H -24.119 -17.563 -21.570 0.061
H -23.203 -19.754 -20.460 0.116
H -20.596 -19.962 -21.131 0.130
H -21.244 -19.062 -22.613 0.120
H -21.678 -22.719 -23.380 0.068
H -20.300 -21.944 -22.778 0.066
H -21.251 -21.206 -24.196 0.115
H -21.641 -18.747 -19.189 0.059
H -22.532 -17.448 -19.663 0.062
C -13.966 -21.548 -24.777 -0.058
C -14.631 -20.327 -25.319 -0.390
C -16.156 -20.479 -25.312 -0.172
O -16.708 -20.472 -23.979 -0.212
C -18.116 -20.041 -23.979 -0.054
N -14.112 -19.082 -24.660 0.084
H -14.113 -22.457 -25.274 0.072
H -14.294 -21.645 -23.739 0.066
H -12.917 -21.275 -24.747 0.076
H -14.341 -20.248 -26.385 0.136
H -16.378 -21.448 -25.661 0.092
H -16.661 -19.702 -25.950 0.120
H -18.273 -19.056 -24.423 0.086
H -18.346 -19.861 -22.954 0.056
H -18.752 -20.781 -24.468 0.079
H -13.942 -18.405 -25.377 0.040
H -14.774 -18.748 -23.963 0.063
C -13.780 -17.049 -17.664 -0.029
C -12.854 -17.424 -18.877 -0.415
C -12.113 -18.755 -18.714 -0.171
O -11.686 -18.849 -17.347 -0.247
C -10.320 -19.140 -17.191 -0.093
N -13.430 -17.432 -20.193 0.061
H -13.116 -16.754 -16.833 0.078
H -14.425 -17.847 -17.366 0.042
H -14.345 -16.144 -17.892 0.073
H -12.004 -16.731 -18.812 0.136
H -11.248 -18.917 -19.416 0.127
H -12.903 -19.505 -18.927 0.109
H -10.128 -19.278 -16.149 0.078
H -9.751 -18.241 -17.476 0.098
H -10.012 -20.017 -17.742 0.086
H -14.175 -18.116 -20.177 0.041
H -13.793 -16.569 -20.554 0.064
C -17.214 -17.539 -20.120 -0.047
C -18.060 -16.356 -20.653 -0.386
C -17.340 -15.577 -21.751 -0.197
O -16.276 -14.892 -21.081 -0.198
C -15.319 -14.362 -21.942 -0.144
N -19.317 -16.848 -21.298 0.031
H -17.820 -18.223 -19.583 0.042
H -16.490 -17.188 -19.417 0.058
H -16.773 -18.095 -20.924 0.049
H -18.265 -15.681 -19.798 0.141
H -18.015 -14.864 -22.190 0.112
H -16.872 -16.151 -22.576 0.125
H -15.724 -13.807 -22.775 0.075
H -14.603 -15.098 -22.333 0.078
H -14.716 -13.626 -21.381 0.095
H -19.805 -17.622 -20.800 0.035
H -19.991 -16.085 -21.381 0.066
C -18.553 -24.765 -27.750 -0.052
C -17.686 -24.448 -26.513 -0.427
C -18.449 -24.840 -25.250 -0.177
O -19.772 -24.223 -25.292 -0.221
C -20.907 -25.094 -25.060 -0.088
N -16.440 -25.186 -26.685 0.046
H -18.174 -24.277 -28.659 0.081
H -19.572 -24.452 -27.579 0.062
H -18.553 -25.846 -27.892 0.077
H -17.434 -23.369 -26.519 0.129
H -17.889 -24.483 -24.380 0.101
H -18.439 -25.939 -25.189 0.118
H -20.768 -25.610 -24.061 0.078
H -20.934 -25.892 -25.807 0.083
H -21.872 -24.588 -25.096 0.080
H -15.873 -25.108 -25.875 0.003
H -16.618 -26.173 -26.789 0.067
C -20.300 -25.129 -15.651 -0.051
C -20.414 -26.633 -15.388 -0.423
C -19.693 -27.399 -16.428 -0.215
O -20.311 -27.118 -17.701 -0.202
C -19.781 -27.948 -18.742 -0.102
N -19.641 -26.883 -14.161 0.033
H -20.793 -24.467 -14.922 0.074
H -20.747 -24.922 -16.629 0.066
H -19.263 -24.767 -15.733 0.069
H -21.459 -26.949 -15.325 0.144
H -19.742 -28.495 -16.243 0.135
H -18.664 -27.134 -16.467 0.100
H -20.433 -27.940 -19.640 0.068
H -19.557 -28.943 -18.322 0.087
H -18.736 -27.615 -18.998 0.088
H -20.037 -26.314 -13.359 0.079
H -19.833 -27.841 -13.892 0.072
C -26.514 -24.368 -19.416 -0.060
C -25.628 -23.174 -19.616 -0.452
C -24.368 -23.277 -18.795 -0.207
O -23.708 -22.019 -18.736 -0.184
C -22.303 -22.131 -18.717 -0.104
N -25.191 -23.042 -21.012 0.058
H -25.990 -25.264 -19.770 0.067
H -27.417 -24.319 -19.988 0.067
H -26.924 -24.483 -18.409 0.086
H -26.124 -22.284 -19.286 0.129
H -23.763 -24.000 -19.332 0.099
H -24.661 -23.617 -17.769 0.144
H -21.938 -23.053 -19.325 0.099
H -21.999 -22.395 -17.697 0.084
H -21.895 -21.195 -19.083 0.062
H -25.966 -22.854 -21.647 0.078
H -24.597 -22.233 -21.134 0.061
C -17.200 -29.178 -22.074 -0.040
C -18.532 -28.379 -22.069 -0.380
C -18.270 -26.931 -22.421 -0.214
O -17.579 -26.344 -21.304 -0.196
C -17.427 -24.936 -21.491 -0.106
N -19.399 -28.831 -23.231 0.036
H -17.454 -30.234 -21.889 0.081
H -16.631 -28.814 -21.271 0.043
H -16.653 -29.040 -23.024 0.087
H -19.095 -28.498 -21.102 0.115
H -19.200 -26.371 -22.604 0.103
H -17.665 -26.796 -23.330 0.106
H -18.239 -24.253 -21.348 0.074
H -16.948 -24.771 -22.485 0.076
H -16.709 -24.605 -20.760 0.055
H -20.361 -28.423 -23.157 0.066
H -19.512 -29.832 -23.198 0.053
C -9.724 -20.377 -23.043 -0.063
C -10.458 -19.170 -22.568 -0.461
C -10.332 -18.161 -23.723 -0.214
O -8.985 -17.850 -23.998 -0.175
C -8.856 -17.320 -25.281 -0.130
N -11.794 -19.426 -22.131 0.053
H -8.732 -20.044 -23.195 0.066
H -10.248 -20.721 -23.958 0.096
H -9.636 -21.148 -22.274 0.066
H -9.951 -18.785 -21.661 0.146
H -10.864 -17.246 -23.397 0.136
H -10.772 -18.592 -24.565 0.094
H -9.010 -18.075 -26.086 0.098
H -7.862 -16.943 -25.428 0.078
H -9.576 -16.522 -25.496 0.086
H -12.483 -19.433 -22.925 0.059
H -12.114 -18.608 -21.609 0.030
C -14.683 -20.538 -15.843 -0.032
C -14.281 -19.614 -14.628 -0.390
C -14.638 -20.148 -13.205 -0.165
O -16.053 -20.204 -13.045 -0.236
C -16.607 -19.220 -12.215 -0.121
N -12.821 -19.454 -14.657 0.048
H -14.525 -19.978 -16.742 0.038
H -15.708 -20.935 -15.806 0.063
H -14.116 -21.481 -15.808 0.058
H -14.783 -18.694 -14.887 0.113
H -14.258 -19.465 -12.488 0.101
H -14.181 -21.139 -13.106 0.125
H -16.395 -18.175 -12.545 0.094
H -16.121 -19.228 -11.216 0.094
H -17.684 -19.336 -12.200 0.087
H -12.602 -18.527 -14.305 0.076
H -12.504 -19.363 -15.621 0.031
C -14.550 -21.845 -19.728 -0.034
C -15.610 -21.312 -20.737 -0.365
C -16.896 -21.051 -19.911 -0.232
O -17.386 -22.267 -19.504 -0.196
C -18.449 -22.176 -18.584 -0.077
N -15.123 -19.999 -21.204 0.060
H -14.453 -21.138 -18.912 0.056
H -13.583 -22.030 -20.244 0.078
H -14.938 -22.751 -19.331 0.043
H -15.828 -21.949 -21.584 0.117
H -17.631 -20.563 -20.571 0.117
H -16.637 -20.404 -19.043 0.127
H -17.989 -21.809 -17.627 0.087
H -18.873 -23.126 -18.385 0.075
H -19.159 -21.412 -18.785 0.062
H -14.104 -20.079 -21.245 0.041
H -15.416 -19.811 -22.177 0.054
C -14.458 -24.440 -15.047 -0.051
C -15.891 -24.734 -15.503 -0.394
C -16.025 -25.037 -16.972 -0.247
O -15.200 -26.095 -17.355 -0.190
C -15.238 -26.369 -18.779 -0.045
N -16.440 -25.869 -14.641 0.065
H -13.903 -25.400 -15.127 0.088
H -14.563 -24.225 -13.955 0.077
H -13.973 -23.576 -15.573 0.058
H -16.540 -23.899 -15.271 0.114
H -15.870 -24.117 -17.605 0.123
H -17.082 -25.292 -17.165 0.115
H -16.046 -27.095 -18.893 0.084
H -14.304 -26.802 -19.129 0.084
H -15.469 -25.410 -19.220 0.056
H -15.950 -26.718 -14.816 0.054
H -17.428 -26.076 -14.807 0.023
```

Gap between HOMO and LUMO in eV: 9.37
Electronic energy in eV: -141540.1679
ΔE to the lowest compared entry with this formula, charge and spin in kJ/mol: 250.14
M in g/mol: 1604.484
Spin multiplicity: 1

=====

Entry 3:
This record from the Open Molecules 2025 dataset describes a structure of composition C4H6N2O. The level of theory is ωB97M-V/def2-TZVPD.

Structure (XYZ):
```
13
Properties=species:S:1:pos:R:3:lowdin_charge:R:1
N 0.041 0.678 2.038 0.113
C -0.087 0.062 0.788 -0.365
C 0.090 0.673 -0.458 -0.291
O 0.277 2.019 -0.586 0.055
C 0.080 -0.321 -1.435 -0.027
C -0.135 -1.527 -0.765 -0.209
N -0.289 -1.265 0.653 0.038
H -0.545 0.254 2.747 0.087
H -0.123 1.676 1.986 0.083
H 0.309 2.246 -1.522 0.108
H 0.204 -0.186 -2.504 0.108
H -0.525 -2.460 -1.155 0.113
H 0.703 -1.848 0.213 0.188
```

Gap between HOMO and LUMO in eV: 8.49
Electronic energy in eV: -9270.7271
ΔE to the lowest compared entry with this formula, charge and spin in kJ/mol: 267.72
M in g/mol: 98.105
Spin multiplicity: 1

=====

Entry 4:
This record from the Open Molecules 2025 dataset describes the molecule C4H8O2. The level of theory is ωB97M-V/def2-TZVPD.

Structure (XYZ):
```
14
Properties=species:S:1:pos:R:3:lowdin_charge:R:1
O -0.681 1.775 -0.408 -0.020
C 0.323 0.792 -0.572 -0.364
C 0.791 0.223 0.771 -0.109
C -0.287 -0.835 1.068 -0.185
O -0.970 -1.083 -0.164 -0.140
C -0.241 -0.467 -1.217 -0.159
H -1.467 1.316 -0.076 0.097
H 1.125 1.258 -1.149 0.150
H 0.854 1.003 1.533 0.119
H 1.778 -0.241 0.663 0.116
H -1.030 -0.478 1.791 0.118
H 0.141 -1.767 1.456 0.116
H 0.562 -1.122 -1.591 0.129
H -0.938 -0.252 -2.032 0.132
```

Gap between HOMO and LUMO in eV: 10.71
Electronic energy in eV: -8372.0985
SMILES string: O[C@H]1CCOC1
ΔE to the lowest compared entry with this formula, charge and spin in kJ/mol: 114.17
M in g/mol: 88.106
Spin multiplicity: 1

=====

Among the records above, which one has the lowest ΔE to the lowest compared entry with this formula, charge and spin? C24H25N8O4PPtS

=====

Which of these has the highest ΔE to the lowest compared entry with this formula, charge and spin? C4H6N2O

=====

Look up the ΔE to the lowest compared entry with this formula, charge and spin of the first one. 11.86 kJ/mol